# 1
# C22H25BBrNOS

An isolated molecule of C22H25BBrNOS at a distorted geometry (ωB97M-V with the def2-TZVPD basis set, the OMol25 dataset).

Values from the calculation:
LUMO = -0.644 eV
ΔE to the lowest compared entry with this formula, charge and spin = 518.72 kcal/mol
Orbital gap = 7.124 eV
SMILES = C#Cc1cc2c(cc1Br)N(B(C)O)c1cc(CCC(C)C)c(CC)cc1S2

ORCA input file:
```
! wB97M-V def2-TZVPD RIJCOSX def2/J DEFGRID3
* xyz 0 1
C 3.64 6.43 4.32
C 2.95 5.19 4.49
C 2.11 3.80 4.07
C 2.99 2.52 3.54
C 2.22 1.14 3.08
C 0.55 0.95 3.12
C -0.28 2.27 3.63
C 0.47 3.68 4.11
Br -0.71 5.19 4.70
N 0.00 -0.37 2.69
B -1.39 -0.68 3.12
C -2.79 0.00 2.49
O -1.61 -1.65 4.23
C 0.40 -0.83 1.33
C -0.58 -1.27 0.08
C -0.01 -1.76 -1.40
C -0.99 -2.20 -2.67
C -2.48 -1.50 -2.63
C -2.54 0.04 -3.19
C -1.45 0.41 -4.36
C -2.46 1.20 -2.02
C 1.63 -1.87 -1.65
C 2.31 -2.39 -3.05
C 2.09 -4.04 -3.21
C 2.66 -1.43 -0.43
C 2.04 -0.93 1.00
S 3.19 -0.36 2.42
H 4.36 7.36 4.14
H 4.16 2.56 3.49
H -1.45 2.26 3.66
H -3.53 0.20 3.37
H -2.55 1.04 1.95
H -3.34 -0.74 1.73
H -1.04 -1.32 4.99
H -1.74 -1.20 0.19
H -0.42 -2.10 -3.69
H -1.17 -3.37 -2.52
H -3.16 -2.15 -3.37
H -2.97 -1.64 -1.56
H -3.62 0.16 -3.69
H -1.13 -0.49 -5.04
H -1.99 1.19 -5.09
H -0.52 0.99 -3.92
H -3.52 1.40 -1.57
H -2.12 2.22 -2.52
H -1.70 0.97 -1.16
H 3.50 -2.26 -2.95
H 1.97 -1.81 -4.01
H 1.43 -4.32 -4.13
H 3.14 -4.56 -3.38
H 1.65 -4.47 -2.21
H 3.84 -1.45 -0.53
*
```



# 2
# C22H25BN4O5

A cluster of 5 separate species, C22H25BN4O5 in total at a distorted geometry (ωB97M-V with the def2-TZVPD basis set, the OMol25 dataset).

Values from the calculation:
LUMO = -2.514 eV
Orbital gap = 5.580 eV
SMILES = O=C1C=CC(=O)C(OB(O)O)=C1.c1cc[nH]c1.c1cc[nH]c1.c1cc[nH]c1.c1cc[nH]c1

ORCA input file:
```
! wB97M-V def2-TZVPD RIJCOSX def2/J DEFGRID3
* xyz 0 1
O 3.22 -1.03 -1.94
C 2.39 0.02 -1.77
C 2.91 1.54 -1.37
C 2.04 2.70 -1.78
C 0.68 2.33 -2.64
O 0.21 3.26 -3.49
C -0.08 0.85 -2.52
O -1.50 0.73 -2.87
B -2.36 1.15 -1.72
O -3.83 0.98 -1.93
O -1.74 1.72 -0.50
C 0.79 -0.29 -2.07
H 3.91 1.70 -0.79
H 2.29 3.83 -1.53
H -4.20 1.90 -1.71
H -1.28 0.99 0.02
H 0.32 -1.37 -1.98
N -1.14 4.22 0.72
C -0.87 4.91 1.87
C -0.50 6.19 1.53
C -0.54 6.27 0.12
C -0.94 5.05 -0.36
H -1.43 3.25 0.67
H -0.97 4.43 2.84
H -0.22 6.97 2.22
H -0.31 7.14 -0.48
H -1.11 4.69 -1.37
N -2.53 -3.08 -3.25
C -1.33 -3.63 -3.61
C -1.45 -5.00 -3.53
C -2.78 -5.28 -3.12
C -3.42 -4.08 -2.95
H -2.73 -2.09 -3.21
H -0.49 -3.01 -3.88
H -0.67 -5.72 -3.75
H -3.21 -6.26 -2.95
H -4.43 -3.85 -2.65
N 2.72 -2.94 0.30
C 2.45 -2.52 1.57
C 2.33 -3.64 2.37
C 2.54 -4.77 1.55
C 2.78 -4.31 0.27
H 2.85 -2.34 -0.50
H 2.36 -1.47 1.80
H 2.11 -3.64 3.43
H 2.52 -5.81 1.85
H 3.00 -4.84 -0.65
N -0.26 1.23 3.69
C 0.76 0.37 3.36
C 0.98 -0.46 4.44
C 0.07 -0.09 5.45
C -0.69 0.95 4.96
H -0.63 1.96 3.09
H 1.23 0.43 2.39
H 1.73 -1.24 4.48
H -0.03 -0.54 6.43
H -1.49 1.52 5.41
*
```



# 3
# C22H25Cl2F3IrN6O2

A structure of composition C22H25Cl2F3IrN6O2 (ωB97M-V with the def2-TZVPD basis set, the OMol25 dataset).

Values from the calculation:
LUMO (alpha / beta) = -10.470 / -10.208 eV
ΔE to the lowest compared entry with this formula, charge and spin = 1.66 kcal/mol
Orbital gap (alpha / beta) = 5.445 / 5.625 eV

ORCA input file:
```
! wB97M-V def2-TZVPD RIJCOSX def2/J DEFGRID3
* xyz 3 1
Ir -1.76 -0.19 2.36
Cl 2.52 -2.50 1.98
C 1.71 -2.07 3.41
C 2.25 -2.39 4.65
C 1.60 -2.06 5.82
Cl 2.30 -2.47 7.31
C 0.33 -1.38 5.80
C -0.42 -1.00 6.92
C -1.63 -0.36 6.73
C -2.08 -0.09 5.44
N -1.38 -0.43 4.37
C -0.19 -1.06 4.54
C 0.49 -1.40 3.34
O -0.11 -1.05 2.22
H 3.20 -2.91 4.70
H -0.06 -1.22 7.92
H -2.23 -0.06 7.58
H -3.02 0.41 5.27
N -5.08 2.05 1.87
C -4.60 0.82 1.95
N -5.19 -0.20 1.33
O -3.54 0.61 2.66
H -5.98 2.25 1.45
H -4.63 2.78 2.39
H -6.08 -0.10 0.87
H -4.88 -1.14 1.53
F -3.01 -0.23 -4.46
C -1.85 0.19 -3.96
F -1.62 1.44 -4.40
F -0.88 -0.60 -4.45
C -1.87 0.13 -2.45
C -1.89 -1.11 -1.83
C -1.89 -1.16 -0.45
N -1.89 -0.04 0.30
C -1.88 1.15 -0.31
C -1.87 1.28 -1.68
H -1.89 -2.03 -2.40
H -1.89 -2.10 0.08
H -1.87 2.02 0.34
H -1.85 2.26 -2.13
C 4.41 1.30 -5.93
C 3.43 1.25 -4.74
N 2.13 0.70 -5.15
C 1.54 1.57 -6.16
C 2.46 1.69 -7.40
N 3.66 0.81 -7.14
C 3.23 -0.61 -6.94
C 2.31 -0.64 -5.69
H 5.27 0.65 -5.81
H 4.76 2.31 -6.15
H 3.28 2.24 -4.33
H 3.84 0.62 -3.94
H 1.37 2.55 -5.73
H 0.57 1.16 -6.45
H 2.83 2.70 -7.56
H 2.00 1.33 -8.32
H 4.28 0.86 -7.95
H 4.13 -1.21 -6.83
H 2.72 -0.92 -7.85
H 2.75 -1.28 -4.93
H 1.34 -1.05 -5.96
*
```



# 4
# C22H25ClN2O4

An isolated molecule of C22H25ClN2O4 (ωB97M-V with the def2-TZVPD basis set, the OMol25 dataset).

Values from the calculation:
LUMO = 0.644 eV
ΔE to the lowest compared entry with this formula, charge and spin = 1.61 kcal/mol
Orbital gap = 8.717 eV
SMILES = CCOc1ccc([C@@H]2N(c3cc(Cl)ccc3OC)C(=O)[C@H]3CCCN32)cc1OC

ORCA input file:
```
! wB97M-V def2-TZVPD RIJCOSX def2/J DEFGRID3
* xyz 0 1
C 1.29 -1.70 -5.81
C 0.70 -2.92 -5.13
H 0.16 -3.54 -5.85
H 1.49 -3.53 -4.67
O -0.29 -2.58 -4.18
C -0.01 -1.84 -3.07
C -1.09 -1.14 -2.55
C -0.99 -0.37 -1.41
C 0.23 -0.27 -0.76
C 1.32 -0.97 -1.26
C 1.23 -1.75 -2.40
O 2.29 -2.47 -2.90
C 3.54 -2.35 -2.27
H 3.51 -2.73 -1.24
H 3.90 -1.32 -2.27
H 4.22 -2.97 -2.85
H 2.26 -0.89 -0.74
C 0.42 0.59 0.47
N 0.72 1.95 0.06
C 1.65 2.71 0.90
C 0.80 3.70 1.69
H 0.37 3.22 2.58
H 1.37 4.58 2.01
C -0.31 4.03 0.70
H 0.04 4.74 -0.05
H -1.21 4.41 1.16
C -0.56 2.66 0.06
C -1.49 1.84 0.95
O -2.60 2.13 1.31
N -0.80 0.71 1.27
C -1.21 -0.26 2.19
C -1.19 -1.61 1.87
C -1.61 -2.54 2.80
C -2.08 -2.15 4.04
C -2.08 -0.80 4.37
C -1.63 0.16 3.47
O -1.50 1.48 3.74
C -2.09 1.99 4.92
H -1.96 3.07 4.87
H -1.59 1.60 5.82
H -3.16 1.75 4.96
H -2.43 -0.51 5.35
H -2.43 -2.88 4.75
Cl -1.57 -4.22 2.39
H -0.85 -1.92 0.89
H -0.97 2.73 -0.95
H 2.33 3.24 0.23
H 2.23 2.05 1.54
H 1.22 0.18 1.09
H -1.86 0.14 -1.03
H -2.03 -1.23 -3.07
H 1.85 -1.10 -5.10
H 0.50 -1.09 -6.24
H 1.97 -2.02 -6.61
*
```



For each record above, in turn, the calculated energy values are -3979.562200; -1473.246729; -2655.836565; -1723.980798 hartree.